# C14H44O14

8 unconnected molecules or ions with the total composition C14H44O14 in a non-equilibrium geometry (the ωB97M-V functional and the def2-TZVPD basis, the OMol25 dataset).

Geometry (Å):
O (-0.534, 0.946, -0.700)
O (-0.857, 1.709, 2.612)
O (4.444, -0.086, 0.036)
O (-1.429, -3.758, -0.391)
O (-2.471, 4.470, -4.657)
O (-0.011, -2.493, -2.494)
O (-0.210, -1.491, 0.532)
O (3.293, -2.382, 3.522)
O (-5.540, 1.805, 0.062)
O (3.439, 0.504, 2.810)
O (-1.486, 3.344, -1.281)
O (2.426, -1.855, 0.645)
O (1.553, 1.633, 1.256)
O (-3.064, -2.837, -2.445)
C (5.224, 0.141, 1.162)
C (-0.568, 2.189, 3.921)
C (-1.738, 4.317, -3.461)
C (2.421, -3.117, 1.308)
C (-2.436, 3.575, -2.279)
C (-0.984, -2.121, -3.495)
C (2.169, -3.025, 2.829)
C (4.540, 1.088, 2.118)
C (0.872, 1.049, -1.026)
C (-1.344, -3.583, 1.030)
C (-4.263, 1.125, -0.206)
C (-2.205, -3.119, -3.516)
C (1.623, 2.017, -0.124)
C (-1.362, -2.078, 1.199)
H (-2.745, -3.041, -4.460)
H (-1.132, -1.043, -3.421)
H (-0.156, 3.198, 3.911)
H (0.684, 1.878, 1.581)
H (5.240, 1.336, 2.915)
H (-2.257, -1.619, 0.779)
H (5.343, -0.784, 1.727)
H (-4.273, 0.739, -1.225)
H (1.083, 2.964, -0.120)
H (3.426, -3.532, 1.226)
H (1.480, -1.698, 0.604)
H (-1.401, 5.250, -3.009)
H (-3.170, 4.314, -1.961)
H (-2.254, -4.035, 1.425)
H (-0.555, -2.201, -4.494)
H (-1.477, 0.983, 2.719)
H (-1.951, 4.756, -5.412)
H (-1.118, 4.182, -0.991)
H (-0.951, 1.777, -0.940)
H (-0.748, -3.130, -0.643)
H (2.670, 2.294, -0.246)
H (-0.449, -4.078, 1.408)
H (-6.234, 1.146, 0.140)
H (-0.848, 3.723, -3.672)
H (2.725, 0.693, 2.197)
H (0.184, 1.529, 4.354)
H (0.909, 1.403, -2.057)
H (-0.532, -0.710, 0.076)
H (1.262, -2.454, 3.031)
H (-2.847, 2.621, -2.610)
H (0.811, -2.086, -2.778)
H (-3.482, 1.849, 0.027)
H (4.307, 1.984, 1.542)
H (-2.641, -3.330, -1.738)
H (1.643, -3.779, 0.927)
H (-1.502, 2.155, 4.482)
H (3.284, -1.448, 3.299)
H (-4.157, 0.220, 0.393)
H (2.135, -4.037, 3.232)
H (-1.133, -1.765, 2.218)
H (6.157, 0.578, 0.806)
H (1.312, 0.053, -0.971)
H (-1.857, -4.151, -3.478)
H (3.713, -0.673, 0.240)

Output
SMILES ... OCCO.OCCO.OCCO.OCCO.OCCO.OCCO.CO.CO
Relative energy (zero: lowest compared OMol25 entry of this formula, charge and spin) ... 22.4 kcal/mol
Energy ... -1613.01933 Eh
Multiplicity ... 1
HOMO level ... -9.01 eV

# C14H46F3N20O12

11 unconnected molecules or ions with the total composition C14H46F3N20O12 in a non-equilibrium geometry (the ωB97M-V functional and the def2-TZVPD basis, the OMol25 dataset).

Geometry (Å):
F (12.879, -4.119, -6.116)
F (11.672, -2.511, -5.328)
F (10.702, -4.328, -6.029)
O (2.621, -1.686, -9.947)
O (11.835, -1.616, -8.126)
O (16.393, 0.230, -8.585)
O (6.770, -1.784, -11.068)
O (10.773, 2.097, -11.125)
O (11.019, 2.085, -4.537)
O (7.603, -7.208, -4.873)
O (8.045, 3.463, -6.539)
O (11.224, -3.439, -11.875)
O (10.094, -3.040, -7.999)
O (9.695, -7.044, -11.475)
O (12.722, -8.078, -7.295)
N (9.624, -2.349, -10.645)
N (12.148, 0.478, -10.183)
N (9.981, 0.677, -9.618)
N (10.887, 1.980, -6.826)
N (6.219, 2.794, -5.372)
N (13.059, -7.843, -5.093)
N (14.481, -6.803, -6.444)
N (10.239, -5.542, -9.905)
N (6.568, -0.408, -9.277)
N (9.234, -5.882, -3.975)
N (14.629, -1.116, -8.884)
N (8.554, -6.941, -9.470)
N (11.405, 0.138, -5.676)
N (7.686, 1.244, -6.144)
N (9.105, -3.290, -12.605)
N (4.381, -3.039, -9.599)
N (14.750, 0.181, -7.027)
N (6.205, 0.347, -11.412)
N (9.702, -7.281, -5.710)
N (2.287, -3.846, -9.288)
C (3.059, -2.803, -9.677)
C (11.157, 1.473, -5.582)
C (11.718, -3.490, -6.277)
C (11.484, -2.866, -7.710)
C (8.777, -6.836, -4.804)
C (9.469, -6.550, -10.353)
C (7.788, -3.088, -7.578)
C (9.073, -2.295, -7.373)
C (13.333, -7.519, -6.399)
C (7.342, 2.578, -6.077)
C (10.978, 1.153, -10.362)
C (15.314, -0.217, -8.186)
C (10.075, -3.036, -11.689)
C (6.545, -0.661, -10.596)
H (15.049, -1.439, -9.738)
H (12.570, 0.307, -11.084)
H (6.498, 1.307, -11.354)
H (14.814, -6.574, -7.368)
H (13.664, -1.390, -8.739)
H (2.738, -4.741, -9.247)
H (13.359, -7.304, -4.300)
H (8.424, 0.997, -6.785)
H (8.535, -5.346, -3.489)
H (11.365, -0.388, -4.823)
H (11.276, 1.575, -7.658)
H (10.646, -7.057, -5.427)
H (15.230, 0.638, -6.272)
H (14.673, -6.186, -5.676)
H (8.675, -2.007, -10.608)
H (6.985, -2.656, -6.981)
H (9.469, -3.961, -13.267)
H (10.406, 2.866, -6.865)
H (10.800, -5.069, -10.604)
H (8.143, -3.454, -12.353)
H (5.788, 3.702, -5.368)
H (8.069, -4.074, -7.199)
H (8.595, -6.444, -8.597)
H (5.917, 0.019, -12.319)
H (7.596, -3.235, -8.642)
H (13.847, -0.123, -6.693)
H (11.957, -3.568, -8.407)
H (9.145, 1.236, -9.581)
H (9.595, -8.192, -6.123)
H (5.578, 2.021, -5.295)
H (1.314, -3.625, -9.418)
H (9.298, -2.185, -6.310)
H (9.100, -1.366, -7.953)
H (11.996, -0.278, -9.526)
H (10.242, -2.059, -9.906)
H (6.944, 0.595, -5.948)
H (7.988, -7.756, -9.617)
H (12.302, -8.486, -4.930)
H (6.067, 0.291, -8.756)
H (6.946, -1.112, -8.664)
H (11.396, -0.279, -6.601)
H (10.157, -0.029, -8.917)
H (4.764, -3.876, -9.198)
H (10.068, -5.449, -4.336)
H (5.015, -2.288, -9.829)
H (9.712, -4.947, -9.281)

Output
Relative energy (zero: lowest compared OMol25 entry of this formula, charge and spin) ... 23.2 kcal/mol
Energy ... -2859.12616 Eh
Multiplicity ... 1
HOMO level ... -6.88 eV
Total charge ... -1

# C14H46N6O10

8 unconnected molecules or ions with the total composition C14H46N6O10 in a non-equilibrium geometry (the ωB97M-V functional and the def2-TZVPD basis, the OMol25 dataset).

Geometry (Å):
O (0.500, 0.622, -2.233)
O (3.442, 0.186, 4.906)
O (5.387, -0.421, 1.094)
O (2.985, 0.795, 1.454)
O (-3.033, -1.540, -4.276)
O (4.573, 3.212, 1.969)
O (0.694, 1.961, 2.180)
O (-1.507, 4.149, 0.285)
O (1.775, -4.364, 2.518)
O (-3.562, 0.499, -0.383)
N (-1.776, 0.546, 2.123)
N (-2.229, 2.845, -1.313)
N (3.440, -2.948, 2.238)
N (1.515, -2.493, 1.252)
N (-0.424, -1.745, -3.224)
N (-0.590, 2.167, -0.106)
C (-4.337, -1.538, -4.945)
C (-3.862, 0.075, 1.015)
C (-1.395, 3.147, -0.373)
C (-3.494, -0.522, -1.333)
C (0.312, -1.783, -1.966)
C (1.273, 3.189, 2.550)
C (2.235, -3.359, 1.993)
C (-0.676, 0.041, 2.934)
C (-2.299, -2.716, -4.428)
C (-2.631, -0.545, 1.610)
C (0.196, 1.275, 3.369)
C (1.183, -0.539, -1.840)
C (1.296, 1.765, -2.454)
C (-1.342, -2.878, -3.242)
H (4.510, -0.045, 1.171)
H (3.608, -2.051, 1.804)
H (0.581, -2.683, 0.919)
H (-1.029, -0.937, -3.208)
H (-1.664, -2.705, -5.314)
H (-4.110, -0.352, -2.216)
H (0.485, 3.893, 2.818)
H (-0.001, -0.622, 2.392)
H (3.017, 0.911, 4.448)
H (-0.399, -1.716, -1.143)
H (-2.129, -1.219, 0.916)
H (5.256, 3.539, 2.554)
H (5.869, 0.201, 0.550)
H (5.047, 2.895, 1.200)
H (-1.927, -2.991, -2.329)
H (-1.364, 1.120, 1.402)
H (-0.757, -3.796, -3.302)
H (0.823, -2.744, -2.026)
H (2.221, 1.379, -2.885)
H (-4.725, -0.589, 0.965)
H (1.595, 2.257, -1.529)
H (-4.109, 0.974, 1.581)
H (-0.004, 2.169, 0.717)
H (1.825, 3.635, 1.723)
H (1.919, 3.133, 3.426)
H (3.528, 1.511, 1.785)
H (1.400, -0.345, -0.790)
H (-3.675, -1.541, -0.989)
H (-0.423, 1.791, 4.102)
H (-4.993, -2.254, -4.450)
H (-2.402, 1.867, -1.494)
H (2.082, -0.690, -2.438)
H (1.035, 1.022, 4.018)
H (2.087, 1.072, 1.636)
H (-4.294, -1.748, -6.014)
H (-3.004, -1.076, 2.486)
H (0.844, 2.377, -3.234)
H (-2.459, -0.458, -1.669)
H (-2.956, -3.585, -4.457)
H (4.364, 0.437, 4.950)
H (-0.477, 1.399, -0.752)
H (-1.027, -0.478, 3.826)
H (3.967, -3.327, 3.012)
H (-4.784, -0.559, -4.773)
H (1.926, -1.669, 0.836)
H (-2.923, 3.519, -1.601)

Output
Expectation value of S² ... 0.7505
Energy ... -1641.87334 Eh
Multiplicity ... 2
HOMO level (spin up / spin down) ... -0.04 / -6.95 eV
Total charge ... -1

# C14H47BN7O5P3Si

3 unconnected molecules or ions with the total composition C14H47BN7O5P3Si in a non-equilibrium geometry (the ωB97M-V functional and the def2-TZVPD basis, the OMol25 dataset).

Geometry (Å):
P (-1.820, 1.043, -0.202)
P (0.618, -0.200, 4.753)
P (2.351, -0.358, -4.898)
Si (-2.958, -0.905, -0.496)
O (-2.840, 2.194, 0.386)
O (-5.381, -2.217, 0.508)
O (-5.133, 0.036, 1.308)
O (1.442, -0.768, 3.666)
O (0.875, -0.452, -4.690)
N (0.314, -0.301, 6.428)
N (2.935, -0.128, -3.323)
N (-1.383, 1.540, -1.787)
N (3.833, -0.786, -5.657)
N (2.355, 1.087, -5.834)
N (-0.980, -0.268, 4.209)
N (1.192, 1.395, 4.866)
C (0.369, 2.553, 5.158)
C (1.064, 1.593, -6.286)
C (-1.437, -1.523, 3.631)
C (-7.217, -1.280, -0.857)
C (1.558, -0.380, 7.226)
C (3.717, 0.996, -2.854)
C (3.297, 2.178, -5.674)
C (-6.793, -2.181, 0.288)
C (2.577, -1.133, -2.333)
C (-0.565, -1.404, 6.859)
C (-1.949, 0.808, 4.216)
C (2.311, 1.756, 4.001)
C (3.668, -1.170, -7.079)
C (4.605, -1.866, -5.004)
B (-4.690, -1.028, 0.568)
H (-0.225, -2.385, 6.514)
H (-7.247, -0.226, -0.590)
H (-3.354, -1.048, -1.933)
H (4.565, 1.215, -3.506)
H (1.562, -1.504, -2.488)
H (-8.240, -1.553, -1.126)
H (-2.116, 1.374, -2.469)
H (4.146, 0.768, -1.878)
H (0.434, 0.789, -6.651)
H (4.649, -1.316, -7.530)
H (-7.348, -1.936, 1.199)
H (-2.948, 0.420, 4.019)
H (-0.656, -1.990, 3.028)
H (3.092, -2.093, -7.193)
H (-7.082, -3.201, 0.040)
H (2.609, -0.718, -1.325)
H (-0.178, 2.909, 4.278)
H (-0.603, -1.421, 7.948)
H (0.518, 2.125, -5.497)
H (4.315, 1.814, -5.546)
H (4.988, -1.532, -4.042)
H (2.209, 0.458, 6.990)
H (-1.735, -2.248, 4.402)
H (1.999, 1.954, 2.969)
H (1.313, -0.325, 8.287)
H (3.305, 2.793, -6.578)
H (-2.030, 1.310, 5.184)
H (4.023, -2.780, -4.855)
H (1.223, 2.283, -7.119)
H (3.164, -0.377, -7.625)
H (3.060, 0.970, 3.985)
H (-2.294, -1.374, 2.973)
H (-5.682, -0.225, 2.059)
H (2.107, -1.310, 7.044)
H (3.038, 2.833, -4.833)
H (-6.616, -1.455, -1.746)
H (-2.065, -2.051, -0.212)
H (3.260, -1.993, -2.346)
H (-3.277, 2.701, -0.314)
H (-0.335, 2.349, 5.963)
H (2.792, 2.654, 4.395)
H (-1.582, -1.240, 6.507)
H (-0.547, 1.032, -2.056)
H (1.002, 3.373, 5.506)
H (-1.734, 1.554, 3.446)
H (5.466, -2.110, -5.625)
H (3.116, 1.905, -2.746)

Output
SMILES ... CN(C)P(=O)(N(C)C)N(C)C.CN(C)P(=O)(N(C)C)N(C)C.CCOB(O)[SiH2]P(N)O
Energy ... -2659.58560 Eh
Multiplicity ... 1
HOMO level ... -7.47 eV

Q: Which of these has the lowest energy?
A: C14H46F3N20O12

Q: Which value of energy does entry 2 give?
A: -2859.12616 Eh

Q: Look up the multiplicity of the fourth one.
A: 1